Record 1
C4H7F2N | ωB97M-V with the def2-TZVPD basis set

Geometry as XYZ:
```
14
Properties=species:S:1:pos:R:3:forces:R:3
C -2.656 0.723 -0.317 -0.49 1.38 0.22
C -2.145 -0.443 -0.025 5.54 -0.06 -1.94
C 0.271 -1.390 0.804 -1.73 -2.05 0.30
C 0.240 0.399 -0.875 1.83 0.06 1.76
N -0.263 -0.885 -0.413 -5.72 2.38 -0.64
F -3.962 1.004 -0.094 -0.31 -0.42 0.04
F -2.747 -1.491 0.362 -1.09 -1.63 0.81
H -2.170 1.642 -0.622 0.52 -0.58 -0.09
H -0.495 -1.328 1.644 1.51 -0.11 -0.71
H 0.504 -2.458 0.553 -0.13 0.64 0.92
H 1.171 -0.880 0.942 1.50 0.77 1.14
H -0.225 0.584 -1.815 -0.26 0.61 -0.59
H 0.176 1.283 -0.119 -0.16 -1.28 -1.20
H 1.348 0.238 -1.039 -1.01 0.28 -0.03
```
Forces are in eV/Å.

Calculated values
Charge: 0
HOMO level in Ha: -0.3339
Electronic energy in eV: -11182.2786

Atom charges from the Mulliken analysis, given in e for atoms 1 to 6:
1. C -0.10
2. C 0.26
3. C -0.73
4. C -1.00
5. N -0.22
6. F -0.25

=====

Record 2
C3H9BrN | ωB97M-V with the def2-TZVPD basis set

Geometry as XYZ:
```
14
Properties=species:S:1:pos:R:3:forces:R:3
C 1.521 0.631 0.244 -0.31 -0.11 0.02
C 0.739 -0.597 -0.213 0.17 0.24 0.19
Br 0.544 -0.691 -2.147 0.05 0.00 -0.14
C -0.646 -0.682 0.385 0.19 -0.40 -0.09
N -1.543 0.383 -0.175 -0.49 -0.23 0.37
H 2.220 0.981 -0.502 0.15 -0.02 -0.08
H 0.855 1.455 0.497 -0.01 0.23 -0.08
H 2.060 0.387 1.153 0.13 -0.01 0.13
H 1.261 -1.496 0.092 0.09 -0.19 -0.18
H -1.096 -1.636 0.132 -0.19 -0.05 -0.02
H -0.612 -0.603 1.467 -0.03 0.27 0.12
H -1.102 1.305 -0.181 0.03 -0.03 -0.06
H -2.401 0.434 0.380 0.04 0.13 -0.09
H -1.799 0.128 -1.133 0.17 0.17 -0.09
```
Forces are in eV/Å.

Calculated values
Charge: +1
HOMO level in Ha: -0.5371
Electronic energy in eV: -74783.0105

Atom charges from the Mulliken analysis, given in e for atoms 1 to 6:
1. C -1.06
2. C -0.03
3. Br -0.08
4. C -0.76
5. N -0.25
6. H 0.36

=====

Record 3
C44H121N11O11 | ωB97M-V with the def2-TZVPD basis set

Geometry as XYZ:
```
187
Properties=species:S:1:pos:R:3:forces:R:3
C 7.698 -23.784 -34.765 -0.66 -1.65 1.22
C 9.069 -23.496 -34.152 1.08 2.45 -2.12
C 9.347 -23.105 -32.692 -0.08 -2.35 -0.09
O 8.368 -22.273 -32.152 0.32 -0.08 -0.18
C 8.594 -21.947 -30.800 0.30 1.57 0.38
N 10.069 -24.447 -34.677 0.14 -0.95 0.02
H 7.588 -24.864 -34.923 0.32 -0.10 -0.10
H 7.493 -23.339 -35.735 0.29 0.40 0.16
H 6.856 -23.631 -34.086 0.14 0.70 0.01
H 9.391 -22.574 -34.660 -0.62 0.46 0.11
H 10.364 -22.695 -32.711 -0.12 0.48 0.25
H 9.436 -24.024 -32.094 -0.11 -0.07 0.09
H 9.638 -21.813 -30.490 0.31 -0.45 -0.60
H 8.149 -22.584 -30.034 -0.42 -0.24 -0.41
H 8.228 -20.921 -30.723 -0.51 -0.21 0.45
H 9.798 -24.722 -35.615 -0.43 -0.23 0.18
H 10.969 -24.023 -34.880 -0.01 0.31 0.63
C 13.490 -18.798 -24.539 -0.11 -0.50 0.39
C 12.651 -18.735 -25.809 0.73 -0.60 1.40
C 11.381 -17.951 -25.587 -0.79 0.27 -1.85
O 10.513 -18.618 -24.720 0.35 -0.52 1.07
C 9.309 -17.944 -24.472 -0.39 0.49 -0.80
N 13.440 -18.255 -26.937 -0.77 -0.32 0.03
H 14.165 -19.658 -24.522 0.11 0.06 -0.33
H 12.795 -19.006 -23.721 0.20 0.40 0.26
H 14.097 -17.904 -24.384 -0.27 0.15 0.20
H 12.332 -19.780 -25.920 -0.18 0.10 -0.61
H 10.919 -17.937 -26.591 -0.22 0.17 -0.02
H 11.489 -16.887 -25.339 0.43 -0.09 0.46
H 8.655 -18.037 -25.349 -0.09 0.11 -0.03
H 9.478 -16.876 -24.298 0.04 0.02 0.09
H 8.757 -18.347 -23.626 0.37 -0.31 0.10
H 13.059 -17.376 -27.260 0.41 0.11 -0.13
H 14.396 -18.169 -26.630 0.08 0.39 -0.29
C 3.074 -19.872 -30.797 0.55 0.41 -0.61
C 3.589 -18.845 -31.838 -0.51 -0.42 0.78
C 3.822 -17.476 -31.203 -0.71 0.59 0.06
O 3.769 -16.495 -32.242 0.17 -0.21 -0.39
C 4.099 -15.206 -31.801 1.19 0.03 0.05
N 4.790 -19.407 -32.440 0.42 0.76 0.42
H 2.076 -19.588 -30.469 -0.06 -0.33 0.07
H 3.740 -19.987 -29.939 0.04 0.46 0.08
H 3.124 -20.852 -31.274 -0.62 -0.07 0.01
H 2.813 -18.682 -32.593 -0.21 -0.09 0.06
H 4.713 -17.504 -30.562 0.55 0.26 -0.61
H 3.052 -17.089 -30.521 -0.45 -1.01 0.26
H 5.113 -15.321 -31.401 0.01 0.72 0.23
H 3.457 -14.729 -31.051 -0.29 -0.58 0.19
H 4.140 -14.497 -32.627 -0.06 -0.35 -0.28
H 5.066 -18.899 -33.268 0.02 -0.16 -0.09
H 4.699 -20.393 -32.627 -0.04 0.02 -0.21
C 11.431 -25.333 -21.448 -0.53 0.25 0.28
C 10.095 -25.961 -21.834 -0.24 -0.19 -0.33
C 9.334 -24.954 -22.690 -1.47 0.50 1.48
O 8.026 -25.491 -23.005 0.54 1.20 -0.17
C 7.216 -24.530 -23.684 -0.33 -0.71 -1.01
N 10.264 -27.246 -22.487 0.77 -0.22 -0.05
H 12.169 -26.098 -21.213 0.21 0.09 -0.46
H 11.347 -24.721 -20.548 -0.22 -0.05 0.03
H 11.683 -24.623 -22.236 0.82 -0.33 -0.02
H 9.524 -26.185 -20.929 -0.23 0.31 -0.07
H 9.870 -24.495 -23.526 0.07 -0.89 -0.58
H 9.199 -24.067 -22.052 -0.27 0.08 0.18
H 6.856 -23.644 -23.157 0.68 0.03 0.60
H 6.293 -25.004 -24.028 0.10 -0.45 0.25
H 7.695 -24.226 -24.619 0.23 0.30 0.11
H 10.913 -27.152 -23.261 -0.10 -0.17 -0.10
H 9.394 -27.631 -22.825 -0.08 0.20 -0.07
C 3.049 -24.536 -23.417 0.19 -0.09 -0.67
C 3.047 -24.065 -24.879 1.53 2.34 0.87
C 2.981 -25.127 -25.943 -1.25 -0.09 1.45
O 2.959 -24.600 -27.239 0.36 -0.82 -0.09
C 2.875 -25.676 -28.184 0.53 0.97 -0.02
N 2.038 -22.993 -25.023 -0.92 -1.02 -0.59
H 3.148 -23.630 -22.819 -0.54 -0.07 0.21
H 3.943 -25.100 -23.143 -0.08 -0.33 -0.32
H 2.150 -25.114 -23.204 -0.03 0.15 0.33
H 3.975 -23.482 -24.951 0.57 -0.78 -0.37
H 2.022 -25.618 -25.703 -0.08 -0.31 -0.48
H 3.752 -25.887 -25.771 0.29 0.19 -0.21
H 2.161 -26.429 -27.849 -0.43 0.19 -0.33
H 3.824 -26.201 -28.338 0.23 0.15 0.35
H 2.668 -25.156 -29.117 -0.52 -0.50 -0.15
H 2.263 -22.177 -24.471 0.13 -0.06 0.06
H 2.004 -22.703 -25.993 -0.04 0.08 0.02
C 6.551 -20.550 -21.766 -0.51 0.39 -1.47
C 6.909 -19.491 -20.783 1.22 1.76 0.47
C 6.336 -19.747 -19.421 -0.71 -1.52 1.96
O 5.084 -20.410 -19.515 -0.40 -0.46 -1.14
C 4.504 -20.843 -18.285 1.05 0.74 -1.17
N 8.389 -19.382 -20.738 -0.44 -1.26 0.26
H 7.082 -20.423 -22.716 0.51 -0.03 0.23
H 5.534 -20.360 -22.114 -0.29 -0.69 0.51
H 6.740 -21.554 -21.395 -0.28 -0.01 0.05
H 6.585 -18.478 -21.057 -0.72 -0.35 -0.55
H 6.185 -18.879 -18.766 0.36 0.40 -0.36
H 6.959 -20.450 -18.847 0.55 0.22 -0.20
H 3.766 -21.605 -18.523 -0.31 0.33 -0.01
H 4.108 -19.905 -17.892 -0.34 -0.57 1.01
H 5.278 -21.340 -17.692 -0.09 0.33 0.45
H 8.765 -18.657 -20.147 -0.10 0.26 -0.24
H 8.672 -19.322 -21.704 0.56 0.37 0.16
C 8.887 -18.040 -28.959 0.31 1.34 1.03
C 7.887 -17.342 -29.854 -0.14 -0.12 -1.18
C 7.112 -16.213 -29.179 -0.23 -0.49 0.12
O 6.604 -16.722 -27.961 0.53 -0.61 0.77
C 5.797 -15.843 -27.227 -0.64 0.90 -0.87
N 8.568 -16.774 -31.041 -0.68 -0.25 -0.18
H 9.844 -18.344 -29.382 -0.54 -0.68 -0.73
H 8.359 -18.793 -28.384 0.56 -0.23 0.13
H 9.281 -17.285 -28.266 -0.37 -0.04 0.36
H 7.146 -18.068 -30.214 -0.07 -0.16 0.25
H 6.241 -15.907 -29.767 0.16 0.04 -0.37
H 7.780 -15.347 -29.110 0.00 0.07 0.58
H 6.312 -14.888 -27.088 -0.04 0.04 0.23
H 5.428 -16.218 -26.274 0.67 -0.52 0.03
H 4.873 -15.645 -27.790 0.03 0.21 -0.14
H 8.843 -17.582 -31.597 0.41 0.08 0.07
H 7.809 -16.406 -31.616 0.21 0.37 -0.05
C 14.745 -22.880 -17.247 -0.93 0.54 0.26
C 14.388 -22.444 -18.659 -0.45 0.51 -0.56
C 12.859 -22.404 -18.959 0.82 -1.81 0.24
O 12.705 -21.940 -20.281 0.30 0.38 -0.06
C 11.389 -21.639 -20.658 -0.72 0.34 1.28
N 14.847 -21.021 -18.897 -0.42 -1.39 0.27
H 14.238 -23.794 -16.934 0.32 -0.32 -0.34
H 14.345 -22.147 -16.538 0.27 0.23 -0.03
H 15.823 -22.930 -17.122 -0.03 -0.14 0.03
H 14.852 -23.140 -19.361 0.10 0.25 -0.18
H 12.401 -21.866 -18.118 -0.34 0.80 -0.52
H 12.397 -23.399 -18.915 0.13 -0.20 0.15
H 10.711 -22.492 -20.529 0.11 -0.20 -0.38
H 11.335 -21.223 -21.661 0.28 -0.21 -0.07
H 10.988 -20.894 -19.958 -0.09 0.21 -0.22
H 13.991 -20.579 -18.572 0.41 0.99 0.16
H 14.773 -20.890 -19.901 0.18 0.08 -0.07
C 16.262 -25.650 -22.691 -1.62 0.95 -0.38
C 15.140 -26.136 -23.610 -0.05 -0.55 0.13
C 14.550 -25.082 -24.576 0.89 -1.25 0.02
O 13.798 -24.172 -23.815 -0.08 0.09 -0.37
C 12.710 -23.615 -24.548 0.36 -0.71 0.81
N 15.566 -27.382 -24.259 -0.42 0.21 -0.68
H 15.802 -24.905 -22.036 0.31 -0.08 0.31
H 16.979 -25.108 -23.308 0.49 -0.40 0.19
H 16.632 -26.495 -22.117 0.39 0.20 0.05
H 14.257 -26.457 -23.046 0.09 0.50 0.48
H 14.015 -25.706 -25.306 -0.89 0.32 0.17
H 15.281 -24.574 -25.216 0.37 0.22 0.36
H 13.062 -23.332 -25.541 -0.39 0.25 -0.08
H 12.316 -22.790 -23.954 0.18 0.26 -0.25
H 11.928 -24.381 -24.568 -0.13 0.08 -0.58
H 15.654 -27.330 -25.263 0.28 -0.03 0.04
H 16.381 -27.774 -23.819 0.21 0.02 -0.27
C -2.194 -20.413 -27.382 0.68 -0.89 -0.24
C -0.988 -20.266 -26.439 0.59 -0.40 0.34
C 0.423 -20.281 -27.062 -0.47 1.54 -1.65
O 1.470 -20.005 -26.159 -0.01 -0.34 0.70
C 2.726 -19.926 -26.787 0.06 -0.42 -1.25
N -1.228 -19.082 -25.587 1.02 -0.14 -0.09
H -2.150 -19.805 -28.287 -0.13 0.67 0.40
H -3.065 -20.264 -26.748 -0.16 0.44 -0.33
H -2.323 -21.409 -27.816 0.36 -0.23 0.35
H -0.915 -21.167 -25.822 -0.66 0.19 0.55
H 0.457 -19.442 -27.778 -0.12 -0.12 -0.40
H 0.613 -21.195 -27.636 -0.03 -0.21 0.19
H 2.854 -20.701 -27.558 -0.07 -0.68 0.49
H 3.527 -20.011 -26.059 -0.11 0.14 0.13
H 2.877 -19.074 -27.464 -0.31 0.73 0.67
H -1.320 -18.248 -26.164 -0.35 -0.19 -0.31
H -0.328 -18.896 -25.144 -0.20 -0.11 0.45
C 5.835 -22.235 -26.500 -0.66 0.55 1.30
C 6.551 -20.917 -26.804 -0.03 -1.61 0.11
C 8.007 -21.121 -26.406 0.67 -0.17 0.36
O 8.120 -21.329 -24.988 -0.30 -0.34 -0.71
C 9.392 -21.871 -24.710 0.67 1.33 0.33
N 6.478 -20.765 -28.233 1.08 1.13 -0.50
H 6.421 -23.105 -26.791 -0.02 0.06 -0.24
H 4.831 -22.275 -26.928 0.12 -0.04 -0.31
H 5.659 -22.293 -25.423 0.20 -0.17 0.03
H 6.164 -20.074 -26.219 -0.28 -0.05 -0.03
H 8.702 -20.331 -26.715 -0.28 0.50 0.12
H 8.423 -21.994 -26.922 -0.37 -0.27 -0.10
H 9.601 -22.840 -25.169 -0.29 -0.09 -0.03
H 9.552 -21.888 -23.631 -0.37 -0.37 0.06
H 10.128 -21.133 -25.055 0.28 -0.25 -0.22
H 5.588 -20.915 -28.684 -0.22 -0.03 0.40
H 6.806 -19.830 -28.450 -0.24 -0.08 -0.54
```
Forces are in eV/Å.

Calculated values
Charge: 0
HOMO level in Ha: -0.3229
Electronic energy in eV: -86494.3353

Atom charges from the Mulliken analysis, given in e for atoms 1 to 6:
1. C -1.41
2. C 0.72
3. C -0.73
4. O -0.20
5. C -0.79
6. N -0.81